Record 1
The following is a DFT calculation (ωB97M-V/def2-TZVPD) of C32H59BHfN10S3Si as an isolated structure at a distorted geometry.

Each line ends with the Mulliken charge.
Geometry (Å):
Hf1 -0.401 0.389 -0.317  -0.349
C1 3.966 2.793 2.219  -1.371
C2 4.481 1.519 1.541  1.171
C3 5.890 1.171 2.034  -1.684
C4 4.541 1.733 0.033  -2.046
N1 3.572 0.420 1.930  0.630
C5 3.507 0.018 3.241  -0.353
C6 2.615 -0.991 3.323  -1.449
N2 2.108 -1.224 2.073  0.177
B1 1.229 -2.485 1.847  1.384
N3 -0.188 -2.347 2.431  0.052
C7 -0.896 -3.475 2.750  -1.325
C8 -2.031 -3.099 3.373  -0.379
N4 -2.034 -1.727 3.461  0.516
C9 -0.909 -1.287 2.850  0.137
S1 -0.404 0.319 2.551  -0.209
C10 -3.144 -1.032 4.145  1.325
C11 -4.403 -1.229 3.296  -1.428
C12 -2.869 0.456 4.328  -2.216
C13 -3.333 -1.654 5.532  -1.727
N5 1.199 -2.927 0.360  0.254
C14 2.265 -3.634 -0.122  -1.516
C15 1.924 -4.149 -1.320  -0.369
N6 0.633 -3.766 -1.598  0.668
C16 0.217 -2.998 -0.563  0.235
S2 -1.306 -2.236 -0.361  -0.310
C17 -0.018 -4.240 -2.836  1.111
C18 0.794 -3.699 -4.019  -1.061
C19 0.008 -5.773 -2.822  -1.733
C20 -1.459 -3.764 -2.966  -2.130
C21 2.691 -0.340 1.239  -0.158
S3 2.326 -0.256 -0.438  -0.031
H1 4.579 3.638 1.921  0.469
H2 4.007 2.712 3.302  0.391
H3 2.938 2.990 1.923  0.149
H4 6.580 1.938 1.696  0.470
H5 6.214 0.215 1.627  0.385
H6 5.951 1.126 3.117  0.412
H7 5.289 2.493 -0.174  0.589
H8 3.589 2.080 -0.361  0.273
H9 4.830 0.821 -0.482  0.471
H10 4.091 0.472 4.012  0.581
H11 2.303 -1.564 4.169  0.711
H12 1.760 -3.366 2.446  -0.129
H13 -0.537 -4.454 2.512  0.703
H14 -2.831 -3.702 3.741  0.566
H15 -4.211 -0.972 2.257  0.158
H16 -5.197 -0.590 3.668  0.478
H17 -4.752 -2.256 3.342  0.395
H18 -2.829 0.973 3.374  0.415
H19 -1.936 0.627 4.858  0.429
H20 -3.676 0.883 4.918  0.610
H21 -3.576 -2.711 5.491  0.430
H22 -4.157 -1.152 6.031  0.460
H23 -2.438 -1.534 6.136  0.401
H24 3.177 -3.724 0.429  0.717
H25 2.495 -4.765 -1.978  0.627
H26 1.810 -4.080 -4.021  0.411
H27 0.821 -2.613 -3.976  -0.056
H28 0.319 -3.995 -4.950  0.557
H29 1.023 -6.159 -2.821  0.409
H30 -0.493 -6.148 -3.710  0.463
H31 -0.512 -6.160 -1.949  0.372
H32 -1.511 -2.680 -3.033  0.269
H33 -2.062 -4.105 -2.129  0.531
H34 -1.881 -4.181 -3.877  0.570
N7 2.971 -0.454 -5.234  -0.304
C22 1.731 -0.349 -5.730  0.698
N8 1.538 -0.386 -7.044  -0.406
N9 0.666 -0.218 -4.971  -0.620
C23 0.458 -0.166 -3.737  0.282
N10 0.062 -0.098 -2.637  -0.027
H35 3.771 -0.559 -5.837  0.215
H36 3.126 -0.420 -4.241  0.134
H37 2.301 -0.459 -7.695  0.197
H38 0.600 -0.303 -7.401  0.236
C24 -2.296 3.458 1.488  -1.439
Si1 -1.778 2.684 -0.191  1.565
C25 -3.412 2.006 -1.048  1.677
C26 -3.907 0.841 -0.180  -1.970
C27 -4.522 3.052 -1.136  -1.892
C28 -3.120 1.446 -2.443  -1.445
C29 -0.477 3.894 -1.030  1.986
C30 -0.959 5.341 -1.116  -1.870
C31 -0.093 3.415 -2.432  -1.774
C32 0.787 3.847 -0.163  -1.884
H39 -2.621 4.486 1.346  0.444
H40 -1.477 3.467 2.201  0.428
H41 -3.122 2.929 1.957  0.332
H42 -4.209 1.192 0.804  0.312
H43 -3.132 0.060 -0.061  0.272
H44 -4.778 0.380 -0.643  0.620
H45 -4.759 3.448 -0.152  0.373
H46 -5.429 2.610 -1.543  0.505
H47 -4.232 3.877 -1.779  0.394
H48 -2.345 0.664 -2.406  0.115
H49 -2.798 2.228 -3.125  0.306
H50 -4.023 1.002 -2.859  0.556
H51 -1.856 5.421 -1.722  0.373
H52 -0.192 5.968 -1.569  0.492
H53 -1.170 5.743 -0.130  0.411
H54 -0.938 3.470 -3.113  0.312
H55 0.282 2.383 -2.415  0.245
H56 0.692 4.052 -2.839  0.568
H57 0.598 4.252 0.828  0.408
H58 1.571 4.450 -0.620  0.640
H59 1.162 2.811 -0.056  0.029

Atoms 1-3, force components in eV/Å:
1.6 -3.3 0.1
0.0 -0.2 -0.1
0.4 0.7 -0.3

Computed properties:
Charge: +2
ΔE to the lowest compared entry with this formula, charge and spin: 248.9 kJ/mol
Kohn-Sham gap: 6.9729 eV
Energy: -3358.985400 Ha
Spin multiplicity: 1

***

Record 2
The following is a DFT calculation (ωB97M-V/def2-TZVPD) of C32H59Br15HgN3O3 as an isolated structure at a distorted geometry.

Each line ends with the Mulliken charge.
Geometry (Å):
Hg1 -24.518 -8.849 0.798  2.293
C1 -24.497 -6.490 -2.927  -1.871
C2 -24.245 -5.360 -1.951  1.685
C3 -24.877 -4.094 -2.566  -1.263
C4 -25.189 -2.966 -1.595  -0.917
C5 -25.788 -3.396 -0.259  -1.205
C6 -25.111 -4.647 0.299  1.704
N1 -24.932 -5.629 -0.728  -0.620
O1 -24.757 -6.921 -0.278  0.265
C7 -26.118 -5.202 1.312  -1.653
C8 -23.828 -4.319 1.090  -1.491
C9 -22.719 -5.106 -1.823  -1.615
H1 -24.022 -7.440 -2.664  0.162
H2 -24.241 -6.230 -3.956  0.414
H3 -25.552 -6.770 -2.840  0.472
H4 -25.772 -4.316 -3.162  0.448
H5 -24.168 -3.748 -3.331  0.389
H6 -25.794 -2.176 -2.049  0.387
H7 -24.227 -2.474 -1.379  0.328
H8 -26.861 -3.552 -0.373  0.440
H9 -25.615 -2.563 0.431  0.357
H10 -27.024 -5.504 0.780  0.507
H11 -26.469 -4.440 2.018  0.481
H12 -25.702 -6.055 1.844  -0.069
H13 -23.235 -5.218 1.258  -0.195
H14 -24.100 -3.832 2.029  0.569
H15 -23.194 -3.614 0.540  0.333
H16 -22.391 -5.773 -1.019  0.003
H17 -22.412 -4.101 -1.526  0.341
H18 -22.211 -5.373 -2.753  0.509
C10 -28.358 -11.169 1.449  -2.300
C11 -26.964 -10.548 1.573  1.597
C12 -26.013 -11.442 2.372  0.431
C13 -25.619 -12.723 1.638  -1.215
C14 -25.062 -12.340 0.281  -0.332
C15 -25.897 -11.361 -0.564  1.926
N2 -26.367 -10.241 0.267  0.894
O2 -26.835 -9.118 -0.401  -0.740
C16 -27.078 -12.106 -1.234  -1.612
C17 -24.985 -10.816 -1.650  -1.947
C18 -27.095 -9.283 2.416  -1.804
H19 -28.336 -12.224 1.189  0.353
H20 -28.933 -10.579 0.729  0.406
H21 -28.948 -11.040 2.364  0.474
H22 -26.430 -11.643 3.363  0.478
H23 -25.095 -10.868 2.536  -1.168
H24 -26.432 -13.451 1.624  0.424
H25 -24.838 -13.153 2.276  0.385
H26 -25.014 -13.239 -0.355  0.721
H27 -24.008 -12.055 0.352  -0.840
H28 -27.109 -13.154 -0.903  0.343
H29 -27.066 -12.169 -2.322  0.426
H30 -28.040 -11.720 -0.913  0.292
H31 -24.164 -10.233 -1.219  0.048
H32 -25.487 -10.191 -2.384  0.329
H33 -24.502 -11.638 -2.193  0.537
H34 -27.759 -8.574 1.905  0.414
H35 -26.163 -8.723 2.546  -0.049
H36 -27.600 -9.449 3.369  0.555
C19 -21.145 -9.545 3.992  -1.165
C20 -21.872 -8.422 3.237  1.882
C21 -21.121 -7.077 3.408  -1.606
C22 -19.981 -6.875 2.420  -0.616
C23 -20.543 -7.111 1.017  -1.036
C24 -21.048 -8.546 0.853  2.165
N3 -22.138 -8.715 1.816  1.758
O3 -22.792 -10.003 1.661  -0.957
C25 -19.934 -9.568 1.011  -1.792
C26 -21.637 -8.567 -0.556  -1.610
C27 -23.235 -8.139 3.861  -1.212
H37 -21.173 -10.486 3.447  -0.146
H38 -21.548 -9.683 4.994  0.005
H39 -20.082 -9.291 4.094  0.229
H40 -20.609 -7.149 4.380  0.300
H41 -21.779 -6.212 3.480  0.470
H42 -19.125 -7.519 2.641  0.307
H43 -19.611 -5.846 2.456  0.586
H44 -19.803 -6.838 0.255  0.629
H45 -21.319 -6.350 0.913  -0.511
H46 -19.123 -9.434 0.288  0.369
H47 -20.312 -10.587 0.963  0.135
H48 -19.441 -9.427 1.974  0.319
H49 -20.899 -8.273 -1.309  0.728
H50 -22.461 -7.861 -0.728  0.007
H51 -22.022 -9.567 -0.777  -0.753
H52 -23.801 -7.446 3.227  -0.043
H53 -23.144 -7.704 4.852  0.226
H54 -23.866 -9.034 3.915  -0.091
C28 -15.303 -4.362 2.331  -0.363
Br1 -15.129 -4.054 0.447  -0.013
Br2 -13.625 -4.837 3.135  -0.037
Br3 -16.705 -5.660 2.677  0.137
H55 -15.647 -3.497 2.874  0.346
C29 -18.947 -8.703 8.826  -0.369
Br4 -19.516 -8.812 6.992  0.134
Br5 -19.703 -10.168 9.856  -0.049
Br6 -19.492 -7.058 9.662  -0.042
H56 -17.874 -8.803 8.799  0.387
C30 -23.035 -12.157 6.035  -0.452
Br7 -21.167 -12.481 6.413  -0.058
Br8 -23.420 -12.248 4.153  0.241
Br9 -23.520 -10.524 6.971  -0.060
H57 -23.575 -12.938 6.544  0.424
C31 -21.687 -14.122 -1.085  -0.182
Br10 -22.189 -15.179 -2.599  -0.031
Br11 -21.482 -12.242 -1.400  0.082
Br12 -20.012 -14.799 -0.333  -0.070
H58 -22.404 -14.249 -0.289  0.208
C32 -23.322 -4.596 7.889  -0.370
Br13 -23.401 -3.699 6.201  0.000
Br14 -23.763 -6.452 7.741  0.063
Br15 -24.460 -3.699 9.193  -0.066
H59 -22.330 -4.508 8.301  0.349

Atoms 1-3, force components in eV/Å:
-0.2 0.4 -0.6
-0.6 -1.1 0.2
0.3 1.4 -0.4

Computed properties:
Charge: -1
ΔE to the lowest compared entry with this formula, charge and spin: 113.7 kJ/mol
Kohn-Sham gap: 4.5002 eV
Energy: -40408.052663 Ha
Spin multiplicity: 1

***

Record 3
The following is a DFT calculation (ωB97M-V/def2-TZVPD) of a 2-piece molecular cluster, C32H59Br2F2N7O8P overall at a distorted geometry.

Each line ends with the Mulliken charge.
Geometry (Å):
C1 -3.868 -0.129 4.209  -1.486
C2 -3.594 0.714 2.962  -0.443
C3 -2.159 0.550 2.499  0.128
O1 -1.859 1.546 1.532  -0.424
C4 -0.876 1.281 0.515  -0.257
C5 -1.473 0.239 -0.424  -0.613
C6 -2.919 0.550 -0.830  -2.139
O2 -3.763 -0.474 -0.286  -0.490
C7 -5.077 -0.283 -0.577  0.172
O3 -5.759 -1.134 -1.032  -0.444
C8 0.490 0.855 1.148  -0.873
C9 0.741 -0.628 1.505  1.767
C10 2.155 -1.099 1.074  -2.190
C11 0.528 -1.087 2.982  -1.555
C12 -0.357 -2.347 3.140  -0.445
C13 0.402 -3.513 3.782  -1.589
N1 0.850 1.876 2.236  1.002
C14 2.108 1.616 3.010  -1.059
O4 1.994 1.485 4.187  -0.495
N2 3.292 1.605 2.351  0.527
C15 4.400 1.076 3.095  0.446
O5 5.398 1.672 3.267  -0.412
F1 4.202 -0.150 3.568  -0.169
C16 0.771 3.377 1.822  3.567
C17 1.874 3.805 0.861  -1.477
O6 2.512 3.009 0.220  -0.630
N3 1.995 5.160 0.626  0.106
C18 3.193 5.525 -0.072  0.493
O7 3.197 5.985 -1.153  -0.420
F2 4.315 5.288 0.600  -0.176
C19 0.608 4.144 3.131  -1.194
Br1 -1.151 4.181 3.879  -0.042
C20 1.531 4.733 3.896  0.576
C21 1.245 5.453 5.182  -1.641
Br2 3.373 4.670 3.487  -0.019
C22 -0.496 3.617 0.887  -2.321
N4 -0.678 2.583 -0.066  1.329
C23 -0.331 2.809 -1.479  0.148
C24 -1.589 3.068 -2.344  -1.913
C25 0.703 1.836 -2.099  0.374
C26 0.445 1.464 -3.559  -1.710
H1 -4.893 0.061 4.527  0.482
H2 -3.202 0.160 5.023  0.357
H3 -3.814 -1.196 3.992  0.304
H4 -3.744 1.771 3.191  0.312
H5 -4.295 0.411 2.184  0.201
H6 -1.967 -0.481 2.195  -0.096
H7 -1.550 0.728 3.401  0.307
H8 -1.557 -0.734 0.057  0.522
H9 -0.916 0.064 -1.341  0.774
H10 -2.998 0.488 -1.917  0.474
H11 -3.237 1.558 -0.556  0.674
H12 -5.459 0.715 -0.311  0.416
H13 1.200 1.040 0.346  0.976
H14 0.109 -1.282 0.910  -0.181
H15 2.900 -0.954 1.849  0.438
H16 2.127 -2.163 0.839  0.449
H17 2.485 -0.584 0.165  0.284
H18 1.505 -1.366 3.382  1.032
H19 0.186 -0.294 3.644  0.386
H20 -1.174 -2.100 3.824  0.162
H21 -0.800 -2.654 2.190  0.220
H22 1.151 -3.920 3.102  0.316
H23 0.893 -3.156 4.688  0.376
H24 -0.300 -4.296 4.067  0.478
H25 0.103 1.784 2.938  0.850
H26 3.267 1.341 1.371  0.291
H27 1.801 5.721 1.451  0.498
H28 0.507 6.240 5.035  0.398
H29 0.906 4.726 5.923  0.379
H30 2.151 5.908 5.570  0.455
H31 -0.320 4.552 0.358  0.574
H32 -1.374 3.818 1.486  0.728
H33 0.170 3.778 -1.543  0.659
H34 -2.324 3.543 -1.691  0.395
H35 -2.008 2.174 -2.795  0.378
H36 -1.364 3.802 -3.115  0.486
H37 0.807 0.894 -1.563  -0.493
H38 1.691 2.298 -2.073  0.553
H39 0.302 2.362 -4.165  0.422
H40 1.302 0.947 -3.981  0.501
H41 -0.453 0.857 -3.634  0.196
O8 0.252 -1.613 -4.001  -0.822
P1 0.231 -3.053 -3.638  0.900
N5 1.476 -3.754 -4.550  0.090
C27 1.452 -5.085 -5.130  -0.875
C28 2.792 -3.140 -4.415  -0.936
N6 -1.295 -3.548 -4.193  0.323
C29 -1.576 -4.845 -4.783  -1.138
C30 -2.149 -2.525 -4.789  -0.806
N7 0.196 -4.141 -2.316  0.112
C31 -0.826 -3.767 -1.309  -1.637
C32 1.474 -4.297 -1.593  -1.182
H42 1.238 -5.881 -4.406  0.320
H43 2.422 -5.312 -5.570  0.336
H44 0.728 -5.156 -5.939  0.226
H45 3.275 -3.347 -3.450  0.288
H46 2.714 -2.056 -4.515  0.179
H47 3.459 -3.487 -5.202  0.421
H48 -1.332 -4.871 -5.851  0.329
H49 -2.642 -5.070 -4.686  0.328
H50 -1.045 -5.646 -4.273  0.318
H51 -1.851 -2.278 -5.814  0.307
H52 -2.137 -1.612 -4.201  0.000
H53 -3.179 -2.885 -4.809  0.362
H54 -0.612 -2.795 -0.846  0.669
H55 -0.855 -4.524 -0.525  0.453
H56 -1.812 -3.724 -1.763  0.385
H57 1.891 -3.344 -1.250  0.367
H58 2.211 -4.800 -2.215  0.385
H59 1.315 -4.933 -0.723  0.359

Atoms 1-3, force components in eV/Å:
-0.4 0.4 -0.3
0.1 -0.3 0.1
-0.3 0.1 0.7

Computed properties:
Charge: +1
Kohn-Sham gap: 7.7312 eV
Energy: -7928.794818 Ha
Spin multiplicity: 1

***

Record 4
The following is a DFT calculation (ωB97M-V/def2-TZVPD) of C32H59ClN2O2S as an isolated structure at a distorted geometry.

Each line ends with the Mulliken charge.
Geometry (Å):
C1 -3.300 5.406 -0.469  -1.095
C2 -3.755 4.197 -1.220  0.836
O1 -3.609 4.089 -2.400  -0.549
O2 -4.381 3.277 -0.452  -0.412
C3 -4.120 1.922 -0.810  -0.764
C4 -2.940 1.379 -0.025  -0.407
C5 -1.586 1.788 -0.563  0.036
C6 -1.303 1.900 -1.893  -0.547
C7 -0.040 2.318 -2.410  1.046
C8 0.060 2.422 -3.915  -1.792
C9 1.004 2.621 -1.573  0.290
C10 2.381 3.112 -1.955  -0.958
C11 3.096 2.387 -3.088  0.080
C12 4.524 2.918 -3.176  -0.668
Cl1 5.284 2.402 -4.704  -0.196
C13 0.745 2.497 -0.171  0.623
N1 1.611 2.739 0.821  -0.669
S1 0.859 2.466 2.203  0.066
N2 -0.603 2.036 1.657  -0.613
C14 -0.516 2.087 0.326  0.257
H1 -2.368 5.771 -0.878  0.313
H2 -3.261 5.232 0.601  0.327
H3 -4.047 6.182 -0.636  0.327
H4 -4.993 1.343 -0.518  0.448
H5 -4.022 1.792 -1.882  0.365
H6 -3.020 1.824 0.965  0.422
H7 -3.010 0.299 0.082  0.188
H8 -2.071 1.679 -2.617  0.269
H9 0.696 1.620 -4.279  0.302
H10 -0.918 2.243 -4.351  0.365
H11 0.458 3.379 -4.230  0.384
H12 2.369 4.188 -2.137  0.339
H13 2.997 2.974 -1.068  0.424
H14 2.662 2.585 -4.059  -0.163
H15 3.115 1.307 -2.953  0.378
H16 4.461 4.001 -3.217  0.326
H17 5.124 2.647 -2.315  0.425
C15 -1.270 -2.095 1.440  -1.254
C16 -2.066 -1.348 2.508  0.057
C17 -1.903 -1.934 3.909  -0.812
C18 -2.399 -3.372 4.072  -0.221
C19 -3.867 -3.591 3.713  -0.555
C20 -4.831 -2.797 4.590  -1.184
H18 -1.601 -3.129 1.337  0.373
H19 -1.390 -1.616 0.465  0.318
H20 -0.205 -2.099 1.680  0.283
H21 -3.123 -1.320 2.227  0.277
H22 -1.729 -0.309 2.529  0.097
H23 -2.420 -1.287 4.624  0.276
H24 -0.844 -1.901 4.186  0.387
H25 -2.239 -3.676 5.111  -0.106
H26 -1.781 -4.042 3.466  0.396
H27 -4.092 -4.656 3.817  0.417
H28 -4.041 -3.346 2.662  0.275
H29 -4.698 -3.054 5.643  0.268
H30 -5.865 -3.014 4.320  0.393
H31 -4.682 -1.722 4.482  0.286
C21 -1.160 -2.228 8.092  -1.019
C22 0.107 -3.021 7.779  -0.441
C23 -0.140 -4.519 7.606  -0.323
C24 -0.685 -5.230 8.846  -0.790
C25 0.185 -5.104 10.095  -0.396
C26 1.573 -5.718 9.935  -1.194
H32 -1.607 -2.538 9.037  0.357
H33 -0.934 -1.164 8.169  0.374
H34 -1.904 -2.357 7.303  0.075
H35 0.852 -2.845 8.559  0.348
H36 0.540 -2.635 6.852  0.345
H37 0.793 -4.996 7.291  0.338
H38 -0.846 -4.669 6.783  0.096
H39 -0.812 -6.290 8.607  0.390
H40 -1.686 -4.852 9.072  0.328
H41 -0.326 -5.603 10.922  0.374
H42 0.281 -4.054 10.385  0.230
H43 1.501 -6.778 9.679  0.293
H44 2.140 -5.636 10.862  0.381
H45 2.148 -5.219 9.153  0.284
C27 2.684 2.825 -7.209  -0.663
C28 2.424 1.519 -7.955  -0.399
C29 3.703 0.831 -8.429  -0.713
C30 4.533 1.636 -9.430  -0.695
C31 3.793 2.039 -10.704  -0.389
C32 3.320 0.851 -11.536  -1.208
H46 3.168 3.566 -7.847  0.342
H47 1.745 3.259 -6.858  0.338
H48 3.325 2.651 -6.341  -0.197
H49 1.753 1.702 -8.798  0.300
H50 1.893 0.834 -7.287  0.298
H51 3.443 -0.138 -8.865  0.340
H52 4.330 0.609 -7.559  0.325
H53 5.413 1.045 -9.703  0.397
H54 4.918 2.536 -8.944  0.302
H55 4.464 2.650 -11.314  0.388
H56 2.940 2.678 -10.460  0.249
H57 4.162 0.217 -11.821  0.295
H58 2.831 1.190 -12.450  0.377
H59 2.603 0.236 -10.989  0.288

Atoms 1-3, force components in eV/Å:
-0.7 0.2 0.3
0.1 0.5 0.0
0.1 -0.4 -0.6

Computed properties:
Kohn-Sham gap: 8.1621 eV
Energy: -2373.102513 Ha
Spin multiplicity: 1

***

- Look up the energy of the fourth one.
  -2373.102513 Ha

***

- Which formula does entry 1 have?
  C32H59BHfN10S3Si

***

- Which of these has the highest energy?
  C32H59ClN2O2S